[1]
This record from OMol25 describes a molecular structure, C26H27CrO8P. The level of theory is ωB97M-V/def2-TZVPD.

Calculated values
**Gap between HOMO and LUMO (alpha / beta)**: 6.77 / 5.77 eV
**Net charge**: +1
**2S+1**: 4
**E_HOMO (alpha / beta)**: -10.08 / -11.82 eV
**M**: 550.5 g/mol

Each line ends with the Mulliken charge.
Atoms and positions in Å:
C (3.875, -0.235, -1.063)  -1.29
C (2.414, -0.610, -0.932)  0.10
O (2.300, -1.887, -0.254)  -0.46
P (1.349, -3.089, -0.744)  1.06
C (0.058, -3.180, 0.434)  -0.91
C (-1.303, -3.078, 0.090)  0.74
O (-2.295, -3.555, 0.639)  -0.58
O (-1.410, -2.281, -1.055)  0.17
C (-2.374, -2.661, -2.051)  -0.22
C (-1.978, -3.868, -2.857)  -1.30
O (1.005, -3.055, -2.189)  -0.75
O (2.297, -4.350, -0.365)  -0.37
C (2.118, -5.591, -1.092)  -0.12
C (3.267, -6.526, -0.794)  -1.28
H (3.996, 0.549, -1.818)  0.36
H (4.246, 0.157, -0.109)  0.30
H (4.480, -1.102, -1.350)  0.36
H (1.891, 0.137, -0.321)  0.08
H (1.931, -0.676, -1.915)  0.35
H (0.269, -3.558, 1.417)  0.58
H (-3.342, -2.828, -1.565)  0.37
H (-2.434, -1.784, -2.706)  0.29
H (-2.736, -4.037, -3.624)  0.46
H (-1.004, -3.709, -3.327)  0.26
H (-1.936, -4.761, -2.228)  0.29
H (1.170, -6.058, -0.787)  0.29
H (2.084, -5.371, -2.169)  0.32
H (3.069, -7.484, -1.275)  0.39
H (4.200, -6.128, -1.200)  0.32
H (3.378, -6.686, 0.281)  0.31
O (1.706, 5.167, 4.149)  -0.27
C (1.633, 4.954, 3.007)  0.39
Cr (1.538, 4.432, 1.182)  -0.11
C (0.935, 2.777, 1.886)  0.44
O (0.628, 1.745, 2.337)  -0.29
C (3.256, 3.651, 1.358)  0.39
O (4.269, 3.106, 1.547)  -0.28
C (1.856, 6.345, 0.191)  -0.61
C (0.590, 6.337, 0.794)  -0.61
C (-0.299, 5.288, 0.539)  -0.14
C (0.036, 4.234, -0.347)  1.01
C (-0.755, 3.010, -0.376)  -0.53
C (-1.451, 2.008, -0.243)  -0.18
C (-2.165, 0.847, -0.165)  -0.78
C (-3.212, 0.679, 0.793)  0.83
C (-3.908, -0.554, 0.954)  0.07
C (-4.934, -0.676, 1.884)  -0.74
C (-5.261, 0.394, 2.736)  -0.42
C (-4.563, 1.605, 2.615)  -0.66
C (-3.568, 1.756, 1.654)  -0.39
C (1.326, 4.254, -0.923)  -0.48
C (2.211, 5.311, -0.683)  -0.51
H (2.566, 7.150, 0.414)  0.45
H (0.309, 7.126, 1.489)  0.57
H (-1.265, 5.246, 1.044)  0.57
H (-1.930, 0.005, -0.808)  0.35
H (-3.603, -1.409, 0.344)  0.18
H (-5.480, -1.617, 1.952)  0.42
H (-6.041, 0.280, 3.492)  0.38
H (-4.798, 2.445, 3.269)  0.37
H (-3.031, 2.700, 1.537)  0.36
H (1.620, 3.410, -1.548)  0.59
H (3.197, 5.301, -1.145)  0.55



[2]
This record from OMol25 describes a molecular structure, C3H59AlO30P. The level of theory is ωB97M-V/def2-TZVPD.

Calculated values
**Gap between HOMO and LUMO**: 7.49 eV
**Net charge**: -1
**E_HOMO**: -5.68 eV
**M**: 633.4 g/mol

Each line ends with the Mulliken charge.
Atoms and positions in Å:
O (2.168, -1.154, 1.274)  -0.68
P (1.366, -0.241, 0.221)  0.83
O (1.001, -1.156, -1.225)  -0.17
O (2.300, 1.226, -0.135)  -0.54
Al (-0.612, 0.465, 1.317)  -0.17
O (-0.108, 1.545, 2.782)  -0.52
C (-1.676, 1.525, -0.075)  -0.63
C (-3.419, 1.245, 0.180)  0.09
C (-3.806, -0.362, 0.712)  -0.35
O (-4.089, 0.226, -0.798)  -0.61
H (0.635, -2.053, -0.964)  0.37
H (2.214, 1.750, 0.737)  0.28
H (-1.308, -0.852, 1.849)  -0.08
H (-0.472, 2.491, 2.673)  0.20
H (-1.617, 2.693, 0.141)  0.18
H (-1.466, 1.254, -1.193)  0.23
H (-4.095, 2.192, 0.650)  0.34
H (-3.249, -1.265, 0.215)  0.21
H (-4.780, -0.396, 1.359)  0.24
O (0.440, -3.420, -2.781)  -0.63
H (1.329, -3.041, -2.707)  0.25
H (0.390, -3.720, -3.701)  0.25
O (-5.306, 3.266, -0.636)  -0.57
H (-6.229, 3.476, -0.842)  0.33
H (-5.207, 2.345, -0.920)  0.34
O (3.670, -0.490, -2.838)  -0.67
H (2.824, -0.507, -2.365)  0.20
H (3.920, 0.446, -2.836)  0.38
O (7.046, -0.242, -2.768)  -0.69
H (6.083, -0.199, -2.866)  0.31
H (7.184, -0.945, -2.116)  0.34
O (2.292, -0.401, 4.541)  -0.68
H (3.180, -0.022, 4.615)  0.29
H (2.241, -0.702, 3.621)  0.35
O (8.052, -3.004, -1.412)  -0.63
H (7.763, -3.790, -0.924)  0.30
H (8.098, -3.304, -2.332)  0.34
O (8.249, -5.063, -3.915)  -0.65
H (8.815, -5.819, -3.700)  0.32
H (8.650, -4.690, -4.715)  0.33
O (4.965, -2.216, -0.415)  -0.61
H (5.000, -1.406, -0.945)  0.28
H (4.049, -2.253, -0.103)  0.28
O (1.866, 3.412, 2.036)  -0.57
H (1.377, 4.224, 2.238)  0.26
H (2.670, 3.485, 2.572)  0.30
O (-2.471, -2.888, 1.660)  -0.40
H (-2.271, -3.131, 2.576)  0.22
H (-2.845, -3.697, 1.280)  0.23
O (-8.330, 4.028, -0.034)  -0.65
H (-9.176, 4.012, 0.439)  0.30
H (-8.080, 4.964, -0.032)  0.33
O (-6.099, 6.263, 0.060)  -0.65
H (-5.533, 5.507, 0.275)  0.32
H (-5.698, 6.636, -0.739)  0.31
O (-8.380, 7.179, 1.946)  -0.65
H (-8.506, 8.138, 1.887)  0.36
H (-7.643, 7.001, 1.343)  0.32
O (2.219, -5.833, -1.577)  -0.65
H (1.729, -5.022, -1.375)  0.37
H (3.023, -5.761, -1.042)  0.35
O (1.319, -0.846, -5.054)  -0.62
H (0.829, -0.035, -4.852)  0.31
H (2.123, -0.774, -4.519)  0.31
O (-0.296, -3.588, -0.146)  -0.68
H (-0.584, -4.374, 0.342)  0.29
H (-0.249, -3.888, -1.066)  0.24
O (-7.256, -0.538, -0.881)  -0.65
H (-6.367, -0.158, -0.807)  0.30
H (-7.306, -0.838, -1.801)  0.34
O (1.718, -3.186, 5.779)  -0.62
H (1.752, -2.376, 5.250)  0.31
H (0.801, -3.223, 6.092)  0.30
O (9.122, -0.720, -4.766)  -0.65
H (8.276, -0.736, -4.294)  0.38
H (9.373, 0.216, -4.764)  0.29
O (1.718, -6.138, 7.532)  -0.65
H (1.752, -5.328, 7.002)  0.35
H (0.801, -6.175, 7.844)  0.30
O (3.304, 5.620, 0.354)  -0.65
H (3.016, 4.834, 0.842)  0.40
H (3.351, 5.320, -0.566)  0.32
O (6.233, 5.019, 1.707)  -0.64
H (5.463, 5.179, 1.141)  0.34
H (6.975, 4.971, 1.085)  0.31
O (-10.201, 9.053, 1.393)  -0.65
H (-10.979, 9.604, 1.568)  0.30
H (-10.549, 8.149, 1.395)  0.33
O (-9.621, -1.131, -2.500)  -0.64
H (-9.421, -1.375, -1.583)  0.34
H (-9.995, -1.940, -2.880)  0.31
O (3.641, -7.165, 0.473)  -0.66
H (4.044, -7.684, -0.240)  0.33
H (2.878, -7.696, 0.746)  0.32



[3]
This record from OMol25 describes a molecular structure, CH2Cl3NO2S. The level of theory is ωB97M-V/def2-TZVPD.

Calculated values
**Gap between HOMO and LUMO**: 8.78 eV
**E_HOMO**: -9.43 eV
**M**: 198.5 g/mol

Each line ends with the Mulliken charge.
Atoms and positions in Å:
C (0.763, -0.435, 1.475)  -0.36
N (-0.052, -0.702, -1.166)  -0.31
O (-0.283, 2.447, -0.881)  -0.44
O (-2.220, 1.222, -1.657)  -0.44
S (-0.778, 1.387, -1.751)  0.77
Cl (0.412, 0.743, 2.733)  -0.09
Cl (-0.765, -0.761, 0.248)  0.28
Cl (0.442, -2.208, -1.789)  -0.10
H (0.963, -1.498, 1.906)  0.35
H (1.519, -0.195, 0.881)  0.35



[4]
This record from OMol25 describes CHF2NO in the gas phase. The level of theory is ωB97M-V/def2-TZVPD.

Calculated values
**Gap between HOMO and LUMO**: 9.19 eV
**SMILES string**: O=NC(F)F
**E_HOMO**: -10.23 eV
**M**: 81.0 g/mol

Each line ends with the Mulliken charge.
Atoms and positions in Å:
O (1.764, -0.790, 0.110)  -0.24
N (1.181, 0.232, -0.077)  0.13
C (-0.372, 0.087, 0.013)  0.32
F (-0.877, 0.747, -1.024)  -0.22
F (-0.881, 0.722, 1.136)  -0.22
H (-0.815, -0.998, -0.157)  0.23



[5]
This record from OMol25 describes a molecular structure, C14H32N6O6STl. The level of theory is ωB97M-V/def2-TZVPD.

Calculated values
**Gap between HOMO and LUMO (alpha / beta)**: 6.06 / 5.54 eV
**Net charge**: +1
**E_HOMO (alpha / beta)**: -11.30 / -10.80 eV
**M**: 616.9 g/mol

Each line ends with the Mulliken charge.
Atoms and positions in Å:
O (5.229, 2.740, 1.783)  -0.34
H (5.625, 2.413, 0.934)  0.35
Tl (2.009, 0.448, 0.768)  1.93
N (0.924, -0.192, -1.599)  0.55
N (3.197, 1.112, -1.495)  0.22
N (-0.170, -0.583, 1.690)  0.16
N (1.940, 0.092, 3.310)  -0.15
O (-0.142, -0.916, -1.616)  -0.91
O (-1.007, -1.360, 0.917)  -0.42
O (2.934, 0.129, 4.304)  -0.45
O (4.363, 1.491, -1.369)  -0.57
C (2.653, 0.952, -2.751)  0.30
C (1.392, 0.277, -2.790)  -0.02
C (-0.170, -1.038, 2.951)  0.09
C (0.920, -0.600, 3.806)  0.32
C (0.671, 0.010, -4.064)  -1.21
H (-0.391, 0.278, -3.976)  0.09
H (0.753, -1.056, -4.331)  0.30
H (1.105, 0.600, -4.876)  0.41
C (3.393, 1.384, -3.961)  -1.36
H (4.392, 1.733, -3.681)  0.37
H (2.878, 2.206, -4.479)  0.36
H (3.494, 0.549, -4.669)  0.37
C (-1.162, -2.065, 3.369)  -1.01
C (1.119, -0.995, 5.217)  -1.36
H (-1.034, -2.984, 2.777)  0.25
H (-2.186, -1.695, 3.221)  0.10
H (-1.046, -2.316, 4.428)  0.40
H (1.354, -0.117, 5.825)  0.40
H (1.955, -1.699, 5.294)  0.29
H (0.231, -1.466, 5.631)  0.46
H (-0.708, -1.166, -0.030)  0.42
H (3.675, 0.638, 3.937)  0.35
C (2.670, -1.420, 0.534)  -1.30
H (2.411, -1.864, -0.437)  0.26
H (2.289, -2.080, 1.330)  0.39
H (3.773, -1.364, 0.619)  0.46
O (1.253, -3.572, -2.287)  -0.62
H (1.215, -4.263, -1.600)  0.30
H (0.461, -3.021, -2.104)  0.31
C (-3.495, 1.067, -3.360)  -1.60
C (-2.886, 0.807, -1.998)  0.71
N (-2.493, 2.077, -1.354)  -0.21
C (-1.768, 2.011, -0.188)  0.20
S (-0.224, 2.694, -0.021)  -0.29
N (-2.344, 1.362, 0.840)  0.05
C (-3.785, 1.187, 1.052)  -0.56
C (-4.061, -0.120, 1.777)  -0.96
H (-4.333, 1.768, -3.290)  0.43
H (-3.870, 0.122, -3.761)  0.37
H (-2.750, 1.463, -4.057)  0.35
H (-3.601, 0.289, -1.350)  0.21
H (-2.012, 0.142, -2.095)  -0.44
H (-2.034, 2.708, -2.019)  0.38
H (-1.751, 1.282, 1.669)  0.16
H (-4.156, 2.033, 1.654)  0.32
H (-4.289, 1.230, 0.082)  0.45
H (-3.839, -0.022, 2.847)  0.31
H (-5.119, -0.388, 1.677)  0.43
H (-3.455, -0.938, 1.367)  0.17



[6]
This record from OMol25 describes a molecular structure, C25H20Cl2OsPS3Sb. The level of theory is ωB97M-V/def2-TZVPD.

Calculated values
**Gap between HOMO and LUMO (alpha / beta)**: 4.96 / 5.15 eV
**Net charge**: +1
**2S+1**: 2
**E_HOMO (alpha / beta)**: -10.57 / -10.59 eV
**M**: 830.5 g/mol

Each line ends with the Mulliken charge.
Atoms and positions in Å:
Os (0.153, 0.166, 0.566)  1.49
S (-1.829, 4.062, -0.814)  -0.46
Sb (-2.101, 2.776, 0.966)  0.48
S (0.353, 2.110, 1.511)  -0.31
S (-1.996, 0.487, -0.049)  -0.35
Cl (0.232, -2.000, -0.647)  -0.26
C (1.937, -2.476, -0.635)  0.76
C (2.250, -3.807, -0.800)  -0.76
C (3.585, -4.181, -0.710)  -0.56
C (4.565, -3.232, -0.463)  -0.78
C (4.225, -1.891, -0.337)  -0.22
C (2.897, -1.493, -0.439)  -0.38
P (2.336, 0.232, -0.289)  0.54
C (2.116, 0.786, -1.993)  0.35
C (2.690, 0.115, -3.071)  -0.17
C (2.462, 0.570, -4.361)  -0.72
C (1.660, 1.683, -4.577)  -0.53
C (1.086, 2.354, -3.505)  -0.73
C (1.309, 1.907, -2.213)  -0.26
C (3.738, 1.112, 0.406)  0.28
C (4.581, 1.864, -0.405)  -0.18
C (5.722, 2.434, 0.144)  -0.74
C (6.009, 2.262, 1.490)  -0.54
C (5.145, 1.542, 2.307)  -0.69
C (4.005, 0.971, 1.769)  -0.19
H (1.476, -4.540, -0.986)  0.50
H (3.850, -5.224, -0.819)  0.41
H (5.599, -3.534, -0.363)  0.44
H (4.990, -1.145, -0.161)  0.46
H (3.317, -0.753, -2.906)  0.45
H (2.907, 0.051, -5.199)  0.43
H (1.479, 2.029, -5.587)  0.41
H (0.459, 3.220, -3.670)  0.44
H (0.862, 2.438, -1.379)  0.24
H (4.354, 1.995, -1.456)  0.43
H (6.388, 3.012, -0.484)  0.43
H (6.905, 2.700, 1.909)  0.40
H (5.362, 1.430, 3.361)  0.45
H (3.323, 0.410, 2.398)  0.34
Cl (-1.578, 0.850, 4.309)  -0.15
C (-2.146, -0.566, 3.485)  0.75
C (-3.484, -0.897, 3.594)  -0.65
C (-3.946, -2.082, 3.042)  -0.42
C (-3.064, -2.929, 2.382)  -0.92
C (-1.741, -2.562, 2.243)  -0.14
C (-1.248, -1.366, 2.775)  0.20
C (0.159, -1.017, 2.610)  -1.73
H (-4.153, -0.237, 4.129)  0.45
H (-4.987, -2.355, 3.153)  0.40
H (-3.416, -3.871, 1.982)  0.41
H (-1.045, -3.210, 1.722)  0.43
H (0.827, -1.820, 2.321)  0.59
H (0.570, -0.252, 3.252)  0.86



[7]
This record from OMol25 describes CH3N3O in the gas phase. The level of theory is ωB97M-V/def2-TZVPD.

Calculated values
**Gap between HOMO and LUMO**: 10.21 eV
**SMILES string**: C1N=NON1
**E_HOMO**: -9.34 eV
**M**: 73.1 g/mol

Each line ends with the Mulliken charge.
Atoms and positions in Å:
C (0.552, -0.509, -0.110)  -0.11
N (-0.695, -1.163, -0.035)  -0.24
N (-1.631, -0.403, 0.073)  0.08
O (-1.275, 0.849, 0.083)  -0.11
N (0.144, 0.997, -0.199)  -0.32
H (1.217, -0.771, 0.803)  0.23
H (1.055, -0.719, -1.046)  0.20
H (0.633, 1.720, 0.430)  0.27



[8]
This record from OMol25 describes C22H34N4O6S in the gas phase. The level of theory is ωB97M-V/def2-TZVPD.

Calculated values
**Gap between HOMO and LUMO**: 7.94 eV
**SMILES string**: CCCN(CCC)C(=O)C1CCN(c2ccc(S(=O)(=O)N3CCOCC3)cc2[N+](=O)[O-])CC1
**E_HOMO**: -8.54 eV
**M**: 482.6 g/mol

Each line ends with the Mulliken charge.
Atoms and positions in Å:
C (-6.312, 1.414, -5.406)  -1.33
C (-5.239, 0.897, -4.458)  -0.05
C (-4.475, 2.052, -3.806)  -1.20
N (-3.423, 1.573, -2.923)  0.43
C (-2.121, 1.389, -3.528)  -1.11
C (-1.380, 2.714, -3.756)  -0.19
C (0.080, 2.460, -4.106)  -1.27
C (-3.763, 1.331, -1.637)  -0.30
O (-4.889, 1.555, -1.225)  -0.72
C (-2.696, 0.763, -0.703)  1.09
C (-1.710, 1.853, -0.264)  -0.11
C (-1.021, 1.411, 1.036)  -1.58
N (-1.002, -0.031, 1.162)  0.38
C (0.116, -0.763, 1.362)  0.91
C (0.090, -1.931, 2.159)  -0.60
C (1.242, -2.599, 2.497)  -0.61
C (2.478, -2.138, 2.059)  -0.48
S (3.989, -2.974, 2.514)  1.45
O (3.655, -4.018, 3.443)  -0.70
O (4.710, -3.323, 1.327)  -0.75
N (4.797, -1.698, 3.243)  -0.02
C (4.399, -1.458, 4.616)  -0.68
C (5.170, -2.366, 5.580)  -0.51
O (6.563, -2.238, 5.391)  -0.42
C (6.930, -2.575, 4.071)  -0.45
C (6.236, -1.660, 3.061)  -0.74
C (2.547, -1.053, 1.220)  -0.70
C (1.383, -0.396, 0.835)  -0.17
N (1.533, 0.544, -0.235)  1.02
O (2.534, 1.229, -0.258)  -0.66
O (0.683, 0.548, -1.107)  -0.53
C (-2.322, -0.596, 1.367)  -1.05
C (-3.358, 0.188, 0.551)  -1.05
H (-5.868, 2.008, -6.202)  0.33
H (-7.024, 2.036, -4.869)  0.33
H (-6.852, 0.585, -5.858)  0.39
H (-4.541, 0.259, -5.005)  0.31
H (-5.698, 0.299, -3.670)  0.23
H (-5.168, 2.646, -3.207)  0.48
H (-4.029, 2.689, -4.572)  0.31
H (-1.500, 0.750, -2.903)  0.33
H (-2.258, 0.883, -4.489)  0.41
H (-1.444, 3.320, -2.851)  0.30
H (-1.856, 3.277, -4.561)  0.47
H (0.573, 1.917, -3.304)  0.19
H (0.156, 1.869, -5.017)  0.36
H (0.603, 3.400, -4.262)  0.39
H (-2.151, -0.043, -1.203)  0.31
H (-2.244, 2.787, -0.087)  0.54
H (-0.969, 2.018, -1.042)  -0.08
H (-0.010, 1.815, 1.103)  0.52
H (-1.580, 1.797, 1.898)  0.47
H (-0.850, -2.288, 2.543)  0.47
H (1.217, -3.478, 3.122)  0.54
H (4.602, -0.406, 4.844)  0.39
H (3.327, -1.647, 4.691)  0.34
H (4.859, -3.406, 5.411)  0.34
H (4.977, -2.085, 6.617)  0.38
H (6.652, -3.618, 3.857)  0.31
H (8.015, -2.466, 4.019)  0.38
H (6.564, -0.625, 3.197)  0.35
H (6.440, -1.985, 2.041)  0.45
H (3.497, -0.737, 0.820)  0.49
H (-2.302, -1.632, 1.022)  0.61
H (-2.596, -0.584, 2.431)  0.37
H (-4.180, -0.470, 0.273)  0.41
H (-3.786, 1.008, 1.128)  0.32



Number 1: DFT total energy -2994.39243 Ha. Number 2: DFT total energy -2990.68048 Ha. Number 3: DFT total energy -2023.09328 Ha. Number 4: DFT total energy -368.32861 Ha. Number 5: DFT total energy -1902.65776 Ha. Number 6: DFT total energy -3751.67900 Ha. Number 7: DFT total energy -279.26118 Ha. Number 8: DFT total energy -1927.26333 Ha.